(P)
This record from the OMol25 dataset describes a 3-piece molecular cluster, C2H12NO2 overall. The level of theory is ωB97M-V/def2-TZVPD.

Each line ends with the Löwdin charge.
Positions of all 17 atoms, in Å:
C -1.527 1.393 0.173  -0.143
N -0.426 0.470 -0.170  -0.128
C -0.359 0.100 -1.623  -0.170
H -1.403 1.809 1.191  0.089
H -1.460 2.244 -0.518  0.079
H -2.557 1.043 -0.033  0.095
H -0.536 -0.336 0.474  0.091
H 0.450 0.899 0.154  0.072
H 0.024 -0.888 -1.883  0.058
H 0.294 0.933 -2.039  0.085
H -1.290 0.222 -2.151  0.069
H 1.442 -2.950 0.143  0.036
H 2.293 -1.783 -0.437  0.024
O 1.506 -1.972 0.124  -0.163
H 1.429 -1.005 1.759  0.003
H 1.137 -0.022 2.896  0.053
O 0.981 -0.156 1.939  -0.150

The expectation value of S² is 0.75. As for the multiplicity: 2. As for the charge: 0. The gap between HOMO and LUMO (spin up / spin down) is 3.4564 / 12.1976 eV.

(Q)
This record from the OMol25 dataset describes a 3-piece molecular cluster, C2H12NO2 overall. The level of theory is ωB97M-V/def2-TZVPD.

Each line ends with the Löwdin charge.
Positions of all 17 atoms, in Å:
C -0.173 -1.195 2.118  -0.189
C -0.914 -0.300 1.236  -0.246
N 0.138 0.240 0.126  0.051
H -0.754 -1.949 2.551  0.052
H 0.492 -1.965 1.750  0.073
H 0.333 -0.757 2.985  0.083
H -1.626 -0.937 0.606  0.110
H -1.377 0.556 1.811  0.119
H 0.911 0.827 0.624  0.113
H -0.278 0.987 -0.441  0.062
H 0.434 -0.535 -0.593  0.068
H 2.246 -1.606 -1.750  0.037
H 1.008 -1.078 -2.511  -0.037
O 1.393 -1.166 -1.681  -0.156
H -1.026 3.560 -2.168  0.008
H -0.371 2.450 -2.764  0.001
O -0.436 2.868 -1.900  -0.148

The expectation value of S² is 0.75. As for the multiplicity: 2. As for the charge: 0. The gap between HOMO and LUMO (spin up / spin down) is 3.7246 / 12.2173 eV.

What should be chosen as the least stable of them? Choose (Q).

(P)
This record from the OMol25 dataset describes a 9-piece molecular cluster, C27H54O9 overall. The level of theory is ωB97M-V/def2-TZVPD.

Each line ends with the Löwdin charge.
Positions of all 90 atoms, in Å:
C 4.797 1.700 2.249  -0.012
C 3.433 1.094 2.401  -0.505
C 3.300 0.060 3.491  -0.016
O 2.484 1.479 1.761  0.053
H 5.225 1.867 3.237  0.086
H 4.729 2.628 1.689  0.091
H 5.435 0.997 1.711  0.075
H 2.297 -0.360 3.516  0.069
H 3.488 0.554 4.447  0.091
H 4.027 -0.743 3.357  0.087
C -0.535 0.342 -0.544  -0.010
C 0.539 -0.710 -0.465  -0.482
C 0.784 -1.348 0.862  -0.003
O 1.174 -1.006 -1.456  0.036
H -0.411 1.101 0.231  0.068
H -1.535 -0.084 -0.422  0.073
H -0.466 0.840 -1.510  0.074
H 1.201 -0.608 1.547  0.059
H 1.437 -2.215 0.764  0.087
H -0.155 -1.706 1.293  0.064
C -3.633 -1.602 1.278  -0.015
C -3.981 -1.379 2.732  -0.491
C -3.570 -2.447 3.713  -0.016
O -4.545 -0.374 3.093  0.061
H -3.899 -0.714 0.705  0.079
H -4.154 -2.470 0.875  0.082
H -2.554 -1.748 1.188  0.055
H -2.475 -2.501 3.698  0.081
H -3.944 -3.438 3.469  0.078
H -3.856 -2.132 4.715  0.083
C -1.871 5.203 0.498  -0.018
C -1.486 4.020 -0.324  -0.496
C -2.616 3.259 -1.008  -0.004
O -0.330 3.678 -0.438  0.046
H -2.369 5.950 -0.127  0.092
H -1.026 5.633 1.026  0.089
H -2.637 4.922 1.232  0.086
H -2.298 2.953 -2.002  0.074
H -3.499 3.894 -1.043  0.079
H -2.842 2.369 -0.417  0.073
C -2.751 -5.334 0.583  -0.019
C -1.408 -4.696 0.802  -0.494
C -0.301 -5.042 -0.161  -0.009
O -1.209 -3.945 1.727  0.048
H -2.663 -6.420 0.644  0.092
H -3.144 -5.096 -0.409  0.092
H -3.455 -4.982 1.333  0.069
H 0.575 -5.352 0.408  0.091
H -0.027 -4.162 -0.745  0.082
H -0.584 -5.849 -0.837  0.079
C 4.577 -0.971 -0.400  -0.023
C 4.876 -1.699 -1.686  -0.501
C 4.078 -2.947 -1.945  -0.020
O 5.667 -1.276 -2.494  0.078
H 5.189 -0.083 -0.284  0.073
H 4.739 -1.632 0.459  0.090
H 3.515 -0.712 -0.415  0.058
H 4.352 -3.734 -1.238  0.085
H 4.251 -3.268 -2.966  0.082
H 3.022 -2.712 -1.781  0.060
C -1.630 -1.416 -3.615  -0.018
C -1.913 -0.175 -4.422  -0.496
C -2.003 -0.324 -5.925  -0.018
O -2.049 0.903 -3.895  0.056
H -2.272 -2.221 -3.984  0.085
H -1.838 -1.235 -2.565  0.062
H -0.579 -1.686 -3.734  0.092
H -3.045 -0.308 -6.246  0.089
H -1.541 -1.247 -6.274  0.077
H -1.508 0.529 -6.388  0.085
C 2.665 1.918 -1.759  -0.016
C 2.546 2.795 -2.978  -0.492
C 1.159 2.902 -3.561  -0.014
O 3.496 3.334 -3.488  0.072
H 1.886 2.222 -1.047  0.072
H 3.600 2.127 -1.239  0.082
H 2.564 0.864 -1.995  0.065
H 0.471 3.361 -2.849  0.065
H 0.806 1.893 -3.791  0.078
H 1.182 3.478 -4.484  0.082
C -0.224 2.305 3.086  -0.020
C -1.441 3.035 3.615  -0.499
C -2.794 2.456 3.284  -0.018
O -1.335 4.069 4.235  0.063
H -0.154 2.513 2.018  0.061
H -0.302 1.232 3.259  0.081
H 0.653 2.729 3.567  0.083
H -3.574 3.115 3.651  0.087
H -2.913 1.458 3.710  0.069
H -2.872 2.325 2.201  0.072

As for the charge: 0. The gap between HOMO and LUMO is 9.0320 eV. The structure (SMILES) is CC(C)=O.CC(C)=O.CC(C)=O.CC(C)=O.CC(C)=O.CC(C)=O.CC(C)=O.CC(C)=O.CC(C)=O.

(Q)
This record from the OMol25 dataset describes a 9-piece molecular cluster, C27H54O9 overall. The level of theory is ωB97M-V/def2-TZVPD.

Each line ends with the Löwdin charge.
Positions of all 90 atoms, in Å:
C -5.314 -2.035 -16.086  -0.012
C -6.116 -0.787 -16.347  -0.497
C -7.611 -0.968 -16.376  -0.021
O -5.579 0.269 -16.568  0.067
H -4.316 -1.791 -15.715  0.077
H -5.144 -2.557 -17.027  0.068
H -5.758 -2.689 -15.338  0.061
H -7.987 -1.290 -15.404  0.067
H -7.857 -1.754 -17.098  0.090
H -8.123 -0.063 -16.700  0.080
C 3.114 -0.270 -14.508  -0.018
C 1.636 0.048 -14.450  -0.499
C 1.263 1.481 -14.726  -0.019
O 0.811 -0.773 -14.143  0.066
H 3.279 -1.337 -14.391  0.057
H 3.598 0.263 -13.687  0.091
H 3.522 0.085 -15.455  0.088
H 0.760 1.594 -15.686  0.092
H 2.131 2.133 -14.650  0.075
H 0.537 1.802 -13.973  0.090
C -8.369 -5.640 -14.525  -0.017
C -7.848 -4.365 -13.899  -0.483
C -6.559 -4.441 -13.121  -0.004
O -8.417 -3.315 -14.083  0.062
H -9.454 -5.673 -14.419  0.083
H -7.957 -6.548 -14.085  0.076
H -8.143 -5.620 -15.593  0.084
H -6.045 -3.483 -13.138  0.085
H -5.914 -5.112 -13.707  0.065
H -6.638 -4.894 -12.140  0.061
C -1.552 -7.958 -11.424  -0.021
C -1.911 -8.927 -10.326  -0.501
C -2.045 -8.374 -8.932  -0.018
O -2.031 -10.107 -10.552  0.071
H -2.041 -7.001 -11.252  0.048
H -1.801 -8.419 -12.377  0.085
H -0.477 -7.754 -11.450  0.098
H -1.064 -8.071 -8.556  0.093
H -2.463 -9.112 -8.253  0.084
H -2.671 -7.479 -8.926  0.050
C -3.851 -6.450 -15.530  -0.011
C -4.731 -7.003 -16.625  -0.506
C -4.313 -8.316 -17.221  -0.022
O -5.678 -6.385 -17.040  0.069
H -3.492 -7.249 -14.875  0.082
H -4.370 -5.679 -14.975  0.051
H -2.948 -6.045 -16.000  0.090
H -3.397 -8.131 -17.788  0.092
H -5.086 -8.708 -17.875  0.083
H -4.093 -9.041 -16.437  0.082
C -4.718 -5.861 -10.065  -0.028
C -5.925 -5.075 -9.585  -0.524
C -7.185 -5.853 -9.329  -0.026
O -5.874 -3.880 -9.451  0.082
H -4.490 -5.574 -11.090  0.073
H -4.881 -6.931 -9.936  0.077
H -3.883 -5.592 -9.415  0.083
H -7.523 -6.337 -10.251  0.084
H -7.972 -5.198 -8.961  0.085
H -7.029 -6.651 -8.598  0.086
C -2.730 -2.963 -18.869  -0.022
C -2.243 -1.575 -19.156  -0.505
C -3.004 -0.796 -20.197  -0.017
O -1.282 -1.110 -18.589  0.067
H -2.121 -3.488 -18.135  0.067
H -2.705 -3.559 -19.789  0.090
H -3.753 -2.992 -18.498  0.061
H -4.071 -0.782 -19.969  0.085
H -2.898 -1.324 -21.150  0.087
H -2.612 0.213 -20.244  0.082
C -1.621 -4.737 -12.799  -0.015
C -2.126 -3.872 -13.916  -0.487
C -1.163 -3.528 -15.037  0.006
O -3.287 -3.533 -13.954  0.053
H -1.736 -5.777 -13.121  0.070
H -2.257 -4.598 -11.927  0.077
H -0.561 -4.603 -12.594  0.082
H -1.719 -2.962 -15.781  0.071
H -0.832 -4.461 -15.501  0.068
H -0.336 -2.941 -14.637  0.070
C 2.107 -5.710 -15.984  -0.014
C 2.233 -5.605 -14.484  -0.501
C 3.309 -4.725 -13.917  -0.014
O 1.461 -6.202 -13.766  0.048
H 2.219 -6.761 -16.252  0.090
H 2.839 -5.107 -16.521  0.079
H 1.111 -5.389 -16.282  0.067
H 4.297 -5.078 -14.224  0.091
H 3.253 -4.701 -12.834  0.084
H 3.176 -3.719 -14.325  0.070

As for the charge: 0. The gap between HOMO and LUMO is 9.3335 eV. The structure (SMILES) is CC(C)=O.CC(C)=O.CC(C)=O.CC(C)=O.CC(C)=O.CC(C)=O.CC(C)=O.CC(C)=O.CC(C)=O.

What should be chosen as the least stable of them? Choose (Q).